# 1
Computed, not measured: a structure of composition C23H70O13V, with ωB97M-V/def2-TZVPD.

Element x y z (Å)
C -2.313 -3.795 -1.382
H -2.434 -3.589 -2.446
C -0.809 5.364 -0.085
H 4.605 -0.345 2.266
H -5.775 1.179 0.478
H -3.946 -0.364 -2.911
H 2.290 -0.673 1.110
H 0.504 -2.931 4.926
H 5.284 -3.582 0.552
H -0.862 4.798 0.846
H 2.784 -4.106 1.519
H -4.485 1.069 1.510
H 1.409 -0.062 -4.152
O -1.356 0.852 -2.115
O 6.451 2.302 1.369
C 3.213 -4.043 0.519
O -1.714 -2.533 3.086
O 0.942 -2.236 2.464
H 2.124 -2.656 5.514
O -1.173 -1.741 -0.653
C -3.468 -2.010 4.627
C -4.778 -2.059 -3.935
H -5.796 -1.721 -3.745
H -0.909 -2.166 2.714
H -1.214 2.673 -3.123
C 4.648 0.641 1.803
H -0.701 1.220 -3.984
H -1.528 2.360 3.726
H 0.030 2.224 4.303
H -1.908 -1.664 -1.266
H 1.724 -1.454 -1.773
H 2.225 -3.072 -4.153
H -1.033 1.840 1.014
H 2.861 -0.598 -3.375
H 6.729 0.191 1.194
H -4.416 -2.867 -3.300
H 5.987 2.928 1.929
C 6.179 0.958 1.740
H 4.300 -2.438 -0.420
C 1.842 -0.904 -3.612
H 4.085 1.332 2.431
C 2.553 2.309 -1.449
O -0.531 1.030 1.130
H 0.573 -2.316 -4.332
H -4.328 -2.491 4.161
O 1.315 2.075 -0.842
C -3.840 -0.828 -3.892
H 3.489 -5.025 0.135
H -2.923 -2.726 5.242
H 2.619 4.523 -2.129
H 0.868 2.919 -0.743
H 4.222 -2.234 1.219
C 0.020 1.061 2.474
H -4.763 -2.474 -4.943
H -0.301 3.191 2.817
H -4.263 -0.152 -4.635
C 1.549 -2.886 4.617
H -0.183 6.232 0.125
V 0.191 0.007 -0.696
H -2.646 6.639 -0.182
H 1.052 -1.729 1.657
H 2.000 -2.644 0.088
H -0.048 0.089 2.962
H -2.448 1.512 -3.702
O 1.198 -0.904 -2.358
O -2.605 -1.239 -4.290
O 1.740 -0.941 0.349
O -0.104 4.576 -1.059
C -2.242 5.697 -0.551
C -1.183 -3.120 -0.631
C -4.172 2.580 -0.143
H -2.690 -0.684 3.034
C 4.342 -3.036 0.491
H -2.440 1.997 -0.721
H 6.536 0.895 2.767
C 2.512 3.492 -2.465
H -1.595 -1.053 4.331
C -0.507 2.266 3.355
H -4.416 2.567 -1.205
H 2.754 1.331 -1.887
H 1.673 3.346 -3.146
H 3.362 3.378 -3.138
H -2.990 4.907 -0.626
H 4.096 0.520 0.872
H -3.269 -3.542 -0.926
H -4.599 3.471 0.317
C -2.346 -1.494 3.677
C 1.802 -1.880 3.502
H 1.092 1.253 2.485
H 3.289 2.465 -0.660
H -2.003 -0.732 -3.741
H -2.264 -4.879 -1.278
C -1.443 1.621 -3.294
O 2.225 -3.506 -0.271
H 1.748 -3.867 4.185
H -2.218 5.948 -1.612
H 2.826 -1.888 3.129
C 1.649 -2.197 -4.454
H -4.245 0.367 -0.016
H -0.252 -3.518 -1.036
H -0.021 5.127 -1.840
H 1.932 -1.987 -5.486
H -1.254 -3.357 0.430
H -3.890 -1.276 5.314
C -4.687 1.246 0.454
H 1.687 -0.846 3.827
O -2.800 2.490 0.020

Values from the calculation:
Energy relative to the best compared isomer or geometry (same formula, charge and spin): 1.8 kcal per mole
HOMO energy (alpha / beta): -7.045 / -8.218 eV
Frontier orbital gap (alpha / beta): 0.2710 / 0.3141 hartree
2S+1: 4

# 2
Computed, not measured: a cluster of 13 separate species, C23H72N10O13 in total, with ωB97M-V/def2-TZVPD.

Element x y z (Å)
H -32.145 -1.199 -10.509
O -33.824 -1.437 -8.732
C -29.562 -2.609 -6.062
H -29.957 -0.165 -11.186
H -32.892 0.316 -5.494
H -28.441 1.098 -5.797
H -32.349 3.399 -7.492
H -33.695 4.827 -7.605
O -30.553 -4.401 -6.886
O -30.878 3.774 -8.798
H -30.565 -4.142 -5.014
H -35.665 4.602 -6.541
N -31.016 4.220 -11.078
C -28.178 -3.123 -9.717
H -30.836 0.581 -6.106
H -34.162 -3.661 -11.314
H -30.624 5.142 -10.780
H -27.194 4.502 -7.834
C -27.365 4.242 -11.200
H -30.008 1.333 -11.898
H -29.136 0.503 -8.033
H -27.122 0.388 -10.172
H -35.593 -1.372 -9.337
H -28.180 -4.833 -8.862
C -30.692 -3.566 -5.955
H -33.859 3.817 -9.857
H -33.604 -4.263 -8.373
O -30.996 0.450 -5.185
O -34.118 -1.714 -13.015
H -32.561 -0.049 -11.769
C -27.674 4.396 -8.799
H -35.963 3.091 -7.168
O -25.696 3.700 -9.673
H -36.282 0.532 -7.864
H -29.420 -1.509 -9.161
H -29.196 -3.769 -8.008
C -28.462 -0.021 -13.576
H -36.702 -2.176 -7.532
H -28.520 0.503 -4.140
H -27.698 -0.483 -6.874
N -28.673 -1.912 -9.752
H -29.734 -1.723 -6.656
H -27.512 1.342 -12.346
H -30.214 1.812 -7.947
H -26.720 -0.625 -12.042
N -33.462 -2.964 -11.140
H -35.352 -1.739 -6.443
H -32.582 1.454 -7.781
C -27.917 0.636 -5.025
H -35.467 4.503 -9.436
C -28.095 0.470 -12.255
H -32.469 -5.625 -8.115
H -31.948 -2.045 -5.260
H -25.221 4.143 -9.008
H -26.750 4.158 -12.095
N -28.491 -3.860 -8.732
C -32.310 0.813 -4.803
C -31.130 0.037 -8.370
H -29.533 -2.132 -5.096
N -27.583 -0.232 -7.924
H -34.816 3.161 -5.855
H -31.274 -3.747 -8.616
H -26.287 1.927 -9.751
N -26.733 1.057 -9.479
H -28.091 3.408 -8.714
H -28.427 5.190 -8.930
N -31.709 2.285 -10.452
O -27.387 -3.591 -10.739
H -33.826 -2.075 -9.472
C -35.016 -1.235 -8.365
C -35.270 0.201 -7.991
C -29.267 0.635 -11.424
N -32.640 -0.972 -11.362
C -31.150 3.427 -10.118
H -32.527 0.571 -3.727
C -32.833 -4.924 -8.806
H -26.057 5.381 -9.940
H -35.152 -3.139 -7.500
H -34.763 0.490 -7.077
H -28.587 0.802 -14.231
H -27.866 -0.983 -8.539
C -35.172 3.665 -6.736
H -35.057 2.880 -9.377
H -32.177 1.838 -5.023
O -27.519 -0.407 -11.590
O -31.758 -4.185 -9.330
H -27.099 1.273 -4.781
C -26.932 0.866 -8.204
H -28.008 5.044 -11.382
H -30.397 -5.258 -6.552
C -34.089 3.842 -7.751
H -26.809 -0.882 -4.737
H -31.292 4.099 -11.983
H -34.836 0.960 -8.690
H -28.911 1.097 -10.496
O -33.205 3.003 -7.491
O -26.407 1.734 -7.233
H -32.022 1.658 -9.711
H -32.039 -2.353 -6.961
N -32.321 0.565 -8.225
H -27.951 3.310 -11.142
H -27.692 -0.638 -13.978
O -30.955 -1.270 -8.775
C -35.583 -2.231 -7.399
C -26.628 4.447 -9.957
N -30.144 0.798 -8.057
H -28.569 -3.020 -6.134
H -31.909 2.036 -11.411
C -32.034 -2.832 -6.044
H -32.707 -3.310 -10.500
H -32.904 -3.449 -5.991
H -28.400 -1.312 -10.581
O -27.455 -0.615 -5.419
C -33.486 -1.840 -11.808
H -29.400 -0.547 -13.629
H -33.453 -5.518 -9.522
H -33.110 -0.151 -8.456
C -34.670 3.830 -9.138

Values from the calculation:
Energy relative to the best compared isomer or geometry (same formula, charge and spin): 302.7 kcal per mole
HOMO energy: -8.268 eV
Frontier orbital gap: 0.3067 hartree
2S+1: 1

# 3
Computed, not measured: a cluster of 16 separate species, C23H74FO20P in total, with ωB97M-V/def2-TZVPD.

Element x y z (Å)
H 2.795 -0.874 5.237
C -5.645 0.978 4.280
H -1.085 -2.112 6.622
O 4.203 -3.461 4.352
H 1.498 -1.238 -5.068
C -6.793 -1.040 0.296
C 5.781 -0.028 1.490
H 1.595 2.665 -2.543
H 3.189 4.310 -2.816
H 2.075 -0.151 -3.789
H -5.747 0.202 6.063
C -1.316 0.442 2.507
C -1.726 -2.857 6.158
C -0.341 -5.177 2.182
H 4.779 -1.358 -5.734
H 0.693 -1.780 -8.633
H 3.958 -5.401 3.631
H 2.432 -2.820 -0.453
H -0.019 -5.633 3.117
H -0.627 2.455 -0.259
C 1.730 -1.166 -4.009
O 0.252 -0.738 -0.396
O -1.092 -4.014 2.506
O 2.068 1.429 -0.644
H -0.210 7.838 -2.283
H -3.835 -0.685 0.451
H 2.191 -3.636 -2.023
O 0.580 -3.732 -0.711
H -0.548 6.858 -3.723
C 0.944 -2.645 -9.253
O -0.644 5.889 -1.881
P 1.491 2.076 0.714
H 5.995 0.069 0.421
H 1.900 -2.468 -9.739
H -1.371 -3.612 1.677
C -0.321 2.108 0.732
C -1.077 0.797 1.014
H -6.555 -0.032 -0.035
H -0.951 -5.896 1.628
H 1.558 7.244 -6.131
O -4.714 3.628 1.694
O 4.384 -0.082 1.736
H -1.198 5.191 -2.241
C 2.096 6.719 -6.926
C 2.244 -2.159 6.590
C -0.839 7.049 -2.687
H -1.881 7.375 -2.658
C 2.140 4.433 -3.098
H -7.784 -1.314 -0.072
H 1.295 -2.500 6.999
O 1.502 5.450 -7.179
H 0.217 -3.957 -8.021
H 2.521 -1.879 -3.778
H 6.218 -0.958 1.849
H 0.127 -1.984 2.621
C -6.038 4.135 1.853
O 1.539 3.168 -3.360
O 1.957 -1.171 5.607
H 2.085 5.029 -4.008
F -2.275 -0.562 2.571
H -6.050 -1.737 -0.104
H -2.264 -4.683 6.564
H 3.617 -4.099 2.458
H 2.416 -4.593 -0.546
H 0.177 -2.774 -10.021
C -3.057 -0.213 -0.144
O -6.743 -1.038 1.718
H -0.647 2.884 1.427
C 1.978 -3.683 -0.951
O 2.134 1.485 1.891
O -1.925 -1.096 -0.097
H -2.659 1.875 -0.232
H 2.855 -1.752 7.400
H 1.599 4.949 -2.302
H -6.947 -1.923 2.029
O 4.226 -2.142 -5.705
O -5.552 1.069 5.700
H 1.560 4.933 -6.371
H -1.744 1.352 2.944
H 3.648 -1.896 -7.684
H 0.535 -4.916 1.586
C -0.121 0.037 3.349
C 3.542 -4.398 3.507
H 0.473 0.908 3.621
H -6.650 0.686 3.968
C 0.728 -1.088 2.776
O 0.542 -1.460 -3.274
H -6.449 3.864 2.828
O 1.926 3.624 0.619
H -6.654 3.689 1.076
H 0.199 -2.924 -1.072
C 4.114 -2.644 -7.036
H -0.541 -0.323 4.294
H 1.332 4.112 0.029
H 2.493 -4.410 3.793
H -1.349 -3.080 5.157
H -3.191 1.390 1.336
H 2.758 -3.002 6.130
C -2.549 1.084 0.512
H -2.741 -2.455 6.088
C -0.793 -0.401 0.097
H 1.162 -0.800 1.821
H -4.169 4.020 2.380
H 1.562 -1.293 3.430
H 2.032 7.303 -7.840
H 3.147 6.604 -6.647
H -5.420 1.962 3.874
H 3.985 0.744 1.428
H 5.096 -2.912 -7.433
H 3.485 -3.529 -7.012
H -4.923 0.260 3.885
H 2.379 0.551 -0.362
H 6.243 0.807 2.024
H 5.130 -3.438 4.104
H -3.385 -0.052 -1.168
H -6.057 5.222 1.741
O -1.699 -4.026 6.978
O 1.066 -3.814 -8.448
H 0.756 -1.400 -2.338

Values from the calculation:
Energy relative to the best compared isomer or geometry (same formula, charge and spin): 13.5 kcal per mole
HOMO energy: -9.552 eV
Frontier orbital gap: 0.3531 hartree
2S+1: 1

# 4
Computed, not measured: a structure of composition C23H79CuF2N3O20S2, with ωB97M-V/def2-TZVPD.

Element x y z (Å)
H 12.042 15.884 -20.861
O 4.514 21.695 -8.823
C 14.841 17.675 -21.273
C 4.882 25.196 -16.407
H 4.938 17.147 -11.700
H 12.783 21.936 -13.728
H 12.318 14.473 -12.316
H 15.391 17.710 -22.213
H 14.583 16.130 -18.338
O 14.013 16.452 -21.127
C 11.432 21.234 -17.560
H 9.219 20.984 -11.911
H 4.184 25.317 -15.579
H 9.781 20.657 -19.833
H 4.410 19.044 -16.326
O 7.017 20.095 -16.128
H 11.859 19.393 -14.519
C 9.167 15.715 -14.171
H 7.746 25.088 -17.164
H 9.250 21.094 -17.354
O 14.349 16.622 -13.795
C 7.062 24.240 -17.121
H 8.498 23.204 -14.262
H 9.485 19.990 -13.784
H 8.818 15.686 -16.208
H 13.386 16.167 -17.095
C 12.714 16.711 -20.633
C 13.090 17.667 -8.728
H 4.700 22.934 -15.619
H 10.884 15.865 -7.842
C 4.165 27.246 -17.320
H 14.153 14.137 -15.312
H 5.106 17.709 -13.096
H 4.414 16.088 -15.019
H 12.268 18.477 -12.214
H 6.804 21.849 -12.952
Cu 6.888 19.459 -11.746
H 13.362 18.707 -8.908
O 8.126 17.816 -10.846
H 12.269 17.586 -21.106
O 5.267 26.499 -16.843
H 14.358 18.643 -21.137
O 10.264 19.290 -16.899
C 10.954 16.218 -8.871
O 8.536 21.058 -11.245
H 6.492 24.111 -18.041
O 3.615 19.386 -8.822
H 13.355 14.979 -18.545
H 10.794 19.306 -19.329
C 13.981 15.326 -13.417
H 4.394 28.308 -17.404
N 11.377 16.763 -18.504
H 7.755 19.733 -16.618
N 5.708 22.983 -15.590
H 12.945 13.491 -14.366
H 11.672 21.490 -16.528
H 8.364 16.927 -11.111
H 6.540 14.529 -16.219
H 5.694 16.895 -15.034
H 10.877 17.598 -18.775
H 11.470 16.954 -17.517
C 7.340 14.402 -15.489
H 6.816 14.086 -14.586
H 7.818 17.664 -15.010
H 3.719 26.957 -18.272
H 7.716 23.370 -17.064
S 4.557 20.366 -9.361
H 11.992 16.066 -13.010
H 9.916 16.154 -9.197
H 13.036 17.957 -18.866
O 10.262 20.551 -13.747
H 13.039 15.994 -11.679
C 11.342 18.867 -12.637
C 12.504 21.064 -13.137
H 8.775 18.630 -13.839
H 12.319 20.706 -17.908
O 7.361 16.893 -15.353
C 12.764 15.433 -12.573
O 4.829 16.855 -14.626
H 13.773 17.016 -9.275
C 6.058 24.351 -16.008
O 5.408 17.819 -12.194
H 12.218 21.537 -12.198
H 11.556 22.175 -18.096
H 5.556 21.329 -13.632
H 15.479 17.551 -20.397
C 13.409 14.454 -14.582
C 13.517 15.987 -18.161
H 5.918 22.531 -16.468
H 14.726 14.795 -12.825
H 8.999 19.379 -18.863
O 10.854 18.633 -8.526
H 9.004 21.312 -10.449
S 6.494 19.484 -8.330
H 7.279 20.023 -15.210
O 6.346 20.466 -7.290
H 13.159 17.524 -7.650
H 11.279 19.452 -8.793
C 11.623 17.522 -9.129
H 3.409 27.264 -16.535
C 8.146 15.725 -15.351
C 9.931 19.911 -19.052
H 8.381 17.869 -9.925
H 6.991 23.316 -14.360
H 6.595 24.852 -15.203
F 3.906 20.611 -10.806
O 4.272 19.991 -16.289
H 10.116 19.484 -15.970
H 10.779 19.125 -11.741
O 6.082 21.232 -12.838
C 11.486 19.956 -13.663
H 5.114 20.346 -16.004
H 9.982 16.376 -14.466
H 13.431 20.589 -12.816
H 9.521 14.750 -13.810
O 6.524 18.071 -7.905
O 8.010 19.134 -13.500
O 7.699 23.152 -13.737
H 12.750 14.994 -15.261
C 12.729 16.929 -19.064
H 4.341 24.829 -17.279
H 10.785 18.028 -13.055
C 10.113 20.484 -17.620
N 5.910 19.811 -9.915
H 7.956 13.592 -15.880
H 8.667 16.125 -13.294
H 15.076 16.701 -14.416
F 8.069 19.805 -8.842
H 11.555 15.483 -9.407
H 11.657 17.610 -10.215

Values from the calculation:
HOMO energy (alpha / beta): -9.481 / -9.481 eV
Frontier orbital gap (alpha / beta): 0.3502 / 0.2659 hartree
2S+1: 2

What is the 2S+1 in the third record?
1

What is the formula in the second record?
C23H72N10O13